[1]
DFT (wB97M-V/def2-TZVPD) results for an isolated ion of composition C3H8N2P and charge +1 at a distorted geometry.

The HOMO energy comes out at -0.49597 Eh. As for the net charge: +1. The value obtained for the total energy is -15501.0386 eV. As for the orbital gap: 9.6155 eV. The relative energy (zero: lowest compared OMol25 entry of this formula, charge and spin) comes out at 11.42 kcal per mole. The SMILES is [NH3+][C@H]1CPC=N1.

Positions of all 14 atoms, in Å:
N  -1.57  0.30  -0.01
C  -0.23  0.35  0.72
C  0.75  -1.07  0.39
P  2.45  -0.23  0.08
C  1.63  1.39  -0.28
N  0.40  1.52  0.12
H  -2.44  0.41  0.55
H  -1.86  -0.61  -0.48
H  -1.35  1.05  -0.82
H  -0.49  0.44  1.72
H  0.70  -1.77  1.22
H  0.45  -1.59  -0.54
H  2.55  -0.70  -1.20
H  2.05  2.31  -0.59

[2]
DFT (wB97M-V/def2-TZVPD) results for C37H36AsI2N3OPZr as an isolated structure.

The HOMO energy comes out at -0.52831 Eh. As for the net charge: +3. The value obtained for the total energy is -133057.8814 eV. As for the orbital gap: 4.2380 eV. The relative energy (zero: lowest compared OMol25 entry of this formula, charge and spin) comes out at 13.15 kcal per mole.

Positions of all 82 atoms, in Å:
Zr  1.83  1.38  -0.54
I  3.37  -2.49  -3.57
C  4.45  -1.51  -2.11
C  5.73  -1.96  -1.72
C  6.48  -1.32  -0.77
I  8.36  -2.05  -0.28
C  5.95  -0.17  -0.11
C  6.59  0.59  0.87
C  5.95  1.69  1.44
C  4.67  2.01  1.03
N  4.01  1.33  0.09
C  4.66  0.26  -0.49
C  3.94  -0.40  -1.50
O  2.72  0.16  -1.75
H  6.13  -2.84  -2.21
H  7.59  0.32  1.19
H  6.44  2.28  2.19
H  4.16  2.85  1.49
N  2.44  3.04  -2.07
C  1.97  4.42  -1.76
C  2.12  4.65  -0.27
N  1.41  3.55  0.45
H  3.47  3.02  -2.08
H  2.17  2.77  -3.01
H  0.92  4.48  -2.05
H  2.52  5.17  -2.32
H  1.73  5.63  0.01
H  3.17  4.63  0.01
H  0.40  3.69  0.38
H  1.61  3.60  1.46
C  -1.52  -1.80  -0.11
C  -1.33  -3.09  0.65
As  -3.08  -4.05  0.95
C  -3.79  -3.87  -0.86
C  -3.77  -5.04  -1.62
C  -4.22  -5.04  -2.93
C  -4.71  -3.87  -3.50
C  -4.75  -2.70  -2.74
C  -4.28  -2.70  -1.43
C  -3.95  -2.58  1.89
C  -5.26  -2.20  1.62
C  -5.90  -1.24  2.39
C  -5.24  -0.66  3.47
C  -3.94  -1.05  3.77
C  -3.31  -2.01  2.99
P  0.02  -0.77  -0.14
C  -0.58  0.76  -1.03
C  -1.38  1.77  -0.45
C  -1.88  2.81  -1.22
C  -1.58  2.88  -2.58
C  -0.78  1.90  -3.17
C  -0.28  0.85  -2.40
C  0.25  -0.04  1.53
C  1.59  0.25  1.84
C  1.92  0.95  3.01
C  0.92  1.31  3.89
C  -0.41  0.97  3.61
C  -0.75  0.31  2.44
H  -2.30  -1.17  0.33
H  -1.78  -1.96  -1.16
H  -0.90  -2.93  1.64
H  -0.68  -3.78  0.11
H  -3.42  -5.97  -1.18
H  -4.21  -5.96  -3.51
H  -5.09  -3.87  -4.51
H  -5.15  -1.79  -3.17
H  -4.34  -1.79  -0.85
H  -5.80  -2.66  0.80
H  -6.92  -0.96  2.17
H  -5.75  0.08  4.08
H  -3.44  -0.65  4.65
H  -2.32  -2.35  3.29
H  -1.63  1.72  0.60
H  -2.52  3.55  -0.77
H  -1.99  3.67  -3.19
H  -0.58  1.93  -4.24
H  0.30  0.07  -2.88
H  2.40  -0.23  1.28
H  2.96  1.13  3.26
H  1.16  1.82  4.81
H  -1.19  1.22  4.32
H  -1.78  0.03  2.26

[3]
DFT (wB97M-V/def2-TZVPD) results for an isolated ion of composition C21H26F and charge +1 at a distorted geometry.

The HOMO energy comes out at -0.43440 Eh. As for the net charge: +1. The value obtained for the total energy is -24907.0092 eV. As for the orbital gap: 6.0826 eV.

Positions of all 48 atoms, in Å:
C  1.97  -2.85  -1.16
C  3.04  -1.83  -0.74
C  4.35  -2.62  -0.47
C  3.33  -0.89  -1.92
C  2.52  -1.02  0.56
C  1.43  -0.07  0.40
C  1.75  1.28  -0.04
C  -0.07  -0.40  0.73
H  1.02  -2.34  -1.37
H  2.29  -3.38  -2.08
H  1.81  -3.59  -0.36
H  5.19  -1.95  -0.20
H  4.23  -3.37  0.33
H  4.65  -3.16  -1.39
H  4.11  -0.16  -1.65
H  3.70  -1.48  -2.78
H  2.42  -0.36  -2.23
H  2.36  -1.80  1.31
H  3.42  -0.47  0.86
H  2.81  1.37  -0.17
H  1.28  1.50  -1.00
H  1.46  2.10  0.62
H  -0.66  -0.58  -0.17
H  -0.16  -1.19  1.57
F  -0.74  4.22  -3.38
C  -1.10  3.47  -2.28
C  -0.79  3.94  -1.00
C  -0.94  3.05  0.09
C  -1.27  1.69  -0.12
C  -1.08  0.64  1.05
C  -2.46  0.10  1.55
C  -2.86  0.42  2.85
C  -4.02  -0.16  3.42
C  -4.85  -0.99  2.64
C  -4.55  -1.16  1.27
C  -3.38  -0.57  0.74
C  -1.79  1.36  -1.37
C  -1.67  2.21  -2.49
H  -0.39  4.96  -0.87
H  -0.84  3.46  1.11
H  -0.48  1.05  1.83
H  -2.29  1.15  3.45
H  -4.28  0.00  4.48
H  -5.74  -1.47  3.07
H  -5.22  -1.72  0.62
H  -3.21  -0.67  -0.33
H  -2.30  0.42  -1.51
H  -1.98  1.88  -3.48

[4]
DFT (wB97M-V/def2-TZVPD) results for C33H82N5O11Zn as an isolated structure at a distorted geometry.

The HOMO energy comes out at -0.37819 Eh. As for the net charge: +1. The value obtained for the total energy is -113926.5461 eV. As for the orbital gap: 6.4538 eV.

Positions of all 132 atoms, in Å:
Zn  -1.72  17.59  -13.05
C  1.65  17.40  -15.25
C  1.45  17.33  -13.73
C  2.07  18.53  -13.08
O  0.08  17.16  -13.48
H  1.43  18.42  -15.59
H  0.97  16.74  -15.79
H  2.63  17.10  -15.62
H  1.96  16.42  -13.36
H  3.09  18.65  -13.44
H  2.34  18.39  -12.02
H  1.33  19.34  -13.01
C  6.68  19.99  -6.21
O  6.33  19.81  -7.59
C  4.99  20.15  -7.89
C  3.99  19.21  -7.28
N  4.07  17.84  -7.79
C  3.37  17.63  -9.06
C  3.91  16.47  -9.89
O  5.31  16.39  -10.04
C  5.77  15.50  -11.01
H  7.26  19.15  -5.84
H  5.79  19.98  -5.58
H  7.17  20.96  -6.12
H  4.92  20.13  -8.99
H  4.83  21.22  -7.70
H  3.00  19.60  -7.56
H  4.04  19.15  -6.19
H  5.05  17.61  -7.94
H  3.37  18.57  -9.62
H  2.31  17.40  -8.92
H  3.46  16.77  -10.85
H  3.58  15.48  -9.58
H  6.85  15.53  -11.19
H  5.34  15.79  -11.98
H  5.49  14.44  -10.96
C  -4.10  23.42  -16.18
O  -2.84  22.78  -16.21
C  -1.81  23.65  -16.62
C  -0.47  23.15  -16.07
N  -0.30  23.65  -14.70
C  0.63  22.87  -13.91
C  0.74  23.40  -12.49
O  -0.59  23.23  -11.97
C  -0.76  23.52  -10.61
H  -4.89  22.78  -15.77
H  -4.44  23.48  -17.22
H  -4.17  24.38  -15.66
H  -1.99  24.67  -16.26
H  -1.78  23.72  -17.71
H  0.39  23.54  -16.60
H  -0.40  22.05  -16.11
H  -1.08  23.94  -14.12
H  1.55  23.04  -14.50
H  0.54  21.78  -13.95
H  1.01  24.46  -12.44
H  1.45  22.84  -11.87
H  -0.18  22.87  -9.94
H  -1.79  23.33  -10.32
H  -0.45  24.54  -10.37
C  3.71  21.47  -13.09
O  3.97  22.04  -14.35
C  3.71  21.23  -15.47
C  4.03  22.01  -16.71
N  3.13  23.13  -16.95
C  3.64  24.02  -18.01
C  2.78  25.31  -17.98
O  3.29  26.32  -17.14
C  4.57  26.82  -17.51
H  3.97  22.15  -12.29
H  4.33  20.57  -13.04
H  2.66  21.18  -13.05
H  2.69  20.80  -15.42
H  4.34  20.32  -15.49
H  4.10  21.32  -17.55
H  5.01  22.42  -16.43
H  3.07  23.62  -16.07
H  3.49  23.54  -18.98
H  4.70  24.15  -17.80
H  1.76  25.07  -17.68
H  2.72  25.73  -18.99
H  5.29  26.05  -17.79
H  4.92  27.45  -16.70
H  4.41  27.39  -18.43
C  -3.44  16.24  -15.87
O  -2.72  17.29  -15.26
C  -2.82  18.56  -15.87
C  -1.97  19.49  -15.08
N  -2.37  19.41  -13.67
C  -1.75  20.35  -12.72
C  -1.61  19.82  -11.28
O  -1.19  18.44  -11.28
C  -1.12  17.85  -10.00
H  -3.44  16.28  -16.97
H  -4.48  16.08  -15.59
H  -2.92  15.31  -15.67
H  -3.87  18.87  -16.00
H  -2.45  18.44  -16.90
H  -1.97  20.49  -15.53
H  -1.02  18.95  -15.19
H  -3.37  19.58  -13.64
H  -2.42  21.22  -12.66
H  -0.90  20.85  -13.19
H  -2.53  20.09  -10.76
H  -0.74  20.35  -10.88
H  -1.24  18.55  -9.17
H  -0.25  17.20  -9.82
H  -1.86  17.04  -9.91
C  2.33  13.44  -12.27
O  1.12  13.25  -11.60
C  0.00  13.85  -12.19
C  -1.19  13.34  -11.37
N  -1.31  11.88  -11.33
C  -2.06  11.30  -12.44
C  -1.81  9.77  -12.38
O  -0.43  9.50  -12.41
C  0.35  9.91  -13.47
H  3.17  13.00  -11.73
H  2.60  14.49  -12.40
H  2.40  12.89  -13.22
H  -0.14  13.70  -13.26
H  0.04  14.94  -12.03
H  -2.19  13.75  -11.54
H  -1.06  13.63  -10.32
H  -0.37  11.52  -11.45
H  -1.79  11.64  -13.45
H  -3.15  11.42  -12.43
H  -2.19  9.35  -13.33
H  -2.41  9.23  -11.66
H  0.82  10.90  -13.36
H  -0.11  9.82  -14.47
H  1.20  9.24  -13.60

[5]
DFT (wB97M-V/def2-TZVPD) results for a 2-piece molecular cluster, C4H7NO overall.

The HOMO energy comes out at -0.32061 Eh. The value obtained for the total energy is -7796.7449 eV. As for the orbital gap: 9.5042 eV. The relative energy (zero: lowest compared OMol25 entry of this formula, charge and spin) comes out at 66.86 kcal per mole. The SMILES is CC=C=O.C=N.

Positions of all 13 atoms, in Å:
C  -2.18  0.09  0.24
C  -0.68  -0.08  0.26
C  -0.04  0.83  -0.44
O  0.33  1.73  -1.09
H  -2.67  -0.88  0.19
H  -2.47  0.67  -0.64
H  -2.53  0.62  1.13
H  -0.20  -0.85  0.84
C  2.28  -0.10  -0.01
N  1.83  -0.96  -0.83
H  2.71  0.82  -0.41
H  2.22  -0.17  1.08
H  1.40  -1.74  -0.33

[6]
DFT (wB97M-V/def2-TZVPD) results for C22H24FN3O3 as an isolated structure.

The HOMO energy comes out at -0.31739 Eh. The value obtained for the total energy is -36533.2724 eV. As for the orbital gap: 8.4944 eV. The relative energy (zero: lowest compared OMol25 entry of this formula, charge and spin) comes out at 65.88 kcal per mole.

Positions of all 53 atoms, in Å:
O  -1.30  1.68  -0.80
C  -0.41  2.28  -1.39
C  -0.46  3.72  -1.73
C  -1.53  4.50  -1.57
C  -1.57  5.97  -1.91
C  -2.99  6.20  -2.43
C  -3.86  5.11  -1.76
C  -2.90  4.13  -1.07
N  0.74  1.66  -1.77
C  0.97  0.25  -1.56
C  2.39  0.02  -1.14
C  3.01  -1.35  -0.85
C  4.15  -0.44  -0.30
N  5.08  -0.99  0.67
C  5.88  -0.03  1.36
O  5.70  0.19  2.54
C  7.02  0.59  0.68
C  7.61  0.35  -0.54
C  8.75  1.20  -0.61
C  9.74  1.43  -1.57
F  9.70  0.73  -2.72
C  10.74  2.34  -1.35
C  10.76  3.06  -0.14
C  9.81  2.88  0.83
C  8.81  1.94  0.58
N  7.75  1.55  1.35
C  4.57  0.26  -1.60
O  3.28  0.56  -2.15
C  3.03  0.52  0.17
H  0.44  4.16  -2.14
H  -1.40  6.54  -0.99
H  -0.79  6.25  -2.62
H  -3.34  7.21  -2.22
H  -3.01  6.08  -3.52
H  -4.56  5.55  -1.04
H  -4.47  4.60  -2.50
H  -3.13  3.08  -1.24
H  -2.91  4.26  0.02
H  1.42  2.16  -2.32
H  0.28  -0.08  -0.78
H  0.76  -0.33  -2.46
H  2.52  -1.88  -0.04
H  3.23  -2.00  -1.70
H  5.70  -1.64  0.20
H  7.28  -0.35  -1.28
H  11.49  2.50  -2.11
H  11.56  3.78  0.01
H  9.85  3.45  1.76
H  7.52  1.84  2.29
H  5.13  1.18  -1.43
H  5.13  -0.39  -2.27
H  3.25  1.58  0.25
H  2.52  0.14  1.06

[7]
DFT (wB97M-V/def2-TZVPD) results for an isolated ion of composition C7H12N5O and charge +1 at a distorted geometry.

The HOMO energy comes out at -0.49298 Eh. As for the net charge: +1. The value obtained for the total energy is -16941.9729 eV. As for the orbital gap: 10.2050 eV. The relative energy (zero: lowest compared OMol25 entry of this formula, charge and spin) comes out at 56.42 kcal per mole. The SMILES is Cc1noc(C2([NH+]=C(N)N)CC2)n1.

Positions of all 25 atoms, in Å:
C  -0.95  -0.54  -3.68
C  -1.30  -0.12  -2.33
N  -2.21  0.82  -2.06
O  -2.10  1.17  -0.77
C  -1.05  0.39  -0.26
C  -0.76  0.37  1.17
N  0.86  -0.29  1.59
C  1.86  -0.68  0.79
N  3.09  -0.67  1.34
N  1.82  -0.94  -0.51
C  -0.92  1.60  2.02
C  -1.65  0.30  2.45
N  -0.59  -0.37  -1.21
H  -0.70  0.40  -4.24
H  -0.16  -1.34  -3.54
H  -1.95  -0.93  -4.10
H  1.31  0.32  2.30
H  3.86  -0.91  0.82
H  3.20  -0.44  2.26
H  2.67  -1.44  -0.87
H  0.81  -0.83  -0.97
H  -1.39  2.48  1.72
H  -0.01  1.87  2.57
H  -1.14  -0.23  3.28
H  -2.60  0.02  2.25

[8]
DFT (wB97M-V/def2-TZVPD) results for Br2H4OSi2 as an isolated structure at a distorted geometry.

The HOMO energy comes out at -0.37263 Eh. The value obtained for the total energy is -157953.8582 eV. As for the orbital gap: 9.1853 eV. The relative energy (zero: lowest compared OMol25 entry of this formula, charge and spin) comes out at 65.79 kcal per mole.

Positions of all 9 atoms, in Å:
O  0.60  -0.61  0.36
Si  1.67  -0.13  -0.75
Si  -1.52  -0.01  0.97
Br  -3.16  -1.16  -0.03
Br  -1.82  2.05  0.32
H  3.11  0.01  -0.02
H  1.62  -0.97  -2.00
H  1.18  1.18  -1.15
H  -1.67  -0.37  2.30